13
Properties=species:S:1:pos:R:3 method="wB97M-V/def2-TZVPD" energy_ev=-11393.544 e_above_lowest_kj_mol=496.8
C -0.27 0.07 0.02
C 0.63 -1.14 -0.07
C -1.37 0.24 -1.00
O 0.60 1.27 -0.11
O -0.60 -0.08 1.32
O 1.43 1.15 1.10
O 1.84 -1.06 0.22
H 0.57 0.68 1.68
H 1.94 0.14 0.73
H 0.17 -2.13 -0.18
H -1.99 1.09 -0.70
H -1.98 -0.66 -1.01
H -0.96 0.42 -1.99

***

39
Properties=species:S:1:pos:R:3 method="wB97M-V/def2-TZVPD" energy_ev=-68198.745 e_above_lowest_kj_mol=35.0 charge=+3
Co -0.20 -0.34 0.23
C 1.35 -1.15 -2.04
C 0.19 -2.10 -1.85
N -0.93 -1.33 -1.23
C -1.75 -0.41 -2.10
C -1.12 0.97 -2.07
N -0.67 1.25 -0.65
C 0.59 2.06 -0.58
C 1.74 1.18 -1.09
N 1.42 -0.27 -0.81
H 2.30 -1.68 -2.17
H 1.20 -0.51 -2.91
H -0.14 -2.56 -2.79
H 0.44 -2.91 -1.16
H -1.58 -2.01 -0.82
H -1.83 -0.82 -3.11
H -2.75 -0.38 -1.67
H -0.24 1.03 -2.71
H -1.80 1.76 -2.37
H -1.42 1.71 -0.14
H 0.48 2.97 -1.17
H 0.74 2.34 0.46
H 1.89 1.30 -2.16
H 2.66 1.45 -0.59
H 2.16 -0.64 -0.20
S -0.47 0.83 4.57
C -0.37 1.08 2.91
N -0.26 -0.01 2.16
C -0.23 -1.16 2.97
C -0.08 -2.47 2.51
C -0.08 -3.48 3.44
C -0.20 -3.21 4.81
C -0.33 -1.91 5.27
C -0.34 -0.88 4.33
H -0.41 2.07 2.49
H 0.04 -2.70 1.45
H 0.03 -4.51 3.12
H -0.19 -4.03 5.52
H -0.43 -1.70 6.33

***

16
Properties=species:S:1:pos:R:3 method="wB97M-V/def2-TZVPD" energy_ev=-7394.244 e_above_lowest_kj_mol=50.3
C -0.05 1.42 0.53
C 0.32 -0.01 0.12
C 0.94 -0.77 1.29
C -0.91 -0.76 -0.41
C -0.79 0.32 -3.02
O 0.34 0.20 -2.95
H 0.81 1.94 0.96
H -0.85 1.40 1.28
H -0.41 2.00 -0.32
H 1.08 0.05 -0.67
H 1.28 -1.77 0.99
H 1.80 -0.23 1.70
H 0.21 -0.89 2.10
H -0.64 -1.76 -0.78
H -1.66 -0.88 0.38
H -1.45 -0.25 -1.21

***

15
Properties=species:S:1:pos:R:3 method="wB97M-V/def2-TZVPD" energy_ev=-26416.793 smiles="CCSS.C=N" e_above_lowest_kj_mol=85.2
C -0.33 2.97 0.12
N 0.56 2.53 0.91
H -0.67 3.99 0.25
H -0.76 2.39 -0.69
H 0.67 1.52 0.78
C 0.70 -1.92 -1.41
C 0.22 -1.62 0.01
S -1.27 -0.56 -0.05
S -1.67 -0.36 1.97
H 1.02 -1.01 -1.91
H -0.09 -2.41 -1.98
H 1.56 -2.59 -1.37
H 0.99 -1.10 0.59
H -0.06 -2.52 0.56
H -0.89 0.70 2.23

***

40
Properties=species:S:1:pos:R:3 method="wB97M-V/def2-TZVPD" energy_ev=-73946.084 e_above_lowest_kj_mol=0.0 charge=-1
Pt 0.97 0.63 -1.45
F 2.52 0.85 -2.69
F -2.89 -0.32 -4.59
B -1.70 -0.99 -5.04
F -0.79 -1.07 -3.99
F -1.13 -0.13 -6.05
F -2.02 -2.22 -5.58
N -1.69 2.00 -3.58
C -0.37 2.11 -3.48
N 0.42 1.69 -4.45
S 0.34 2.81 -2.04
H -2.11 1.29 -4.18
H -2.20 2.23 -2.75
H 0.03 1.02 -5.12
H 1.38 1.55 -4.17
C 3.12 0.97 1.70
C 1.66 1.04 2.09
C 1.45 1.60 3.48
O 1.08 -0.29 2.11
P 0.42 -0.98 0.82
S 1.68 -1.47 -0.64
S -0.86 0.29 -0.07
O -0.17 -2.29 1.48
C -1.15 -2.42 2.54
C -2.40 -1.61 2.26
C -0.54 -2.12 3.90
H 3.57 1.96 1.81
H 3.23 0.66 0.66
H 3.65 0.27 2.34
H 1.10 1.63 1.36
H 1.99 1.00 4.22
H 0.39 1.59 3.74
H 1.81 2.63 3.53
H -1.40 -3.48 2.49
H -2.23 -0.55 2.41
H -3.19 -1.93 2.95
H -2.75 -1.77 1.24
H -0.32 -1.06 4.00
H 0.38 -2.69 4.04
H -1.26 -2.41 4.68